Version 1
ORCA calculation (ωB97M-V with the def2-TZVPD basis set) on a structure of composition C21H29N5O2.

Structure (ORCA input):
```
! wB97M-V def2-TZVPD RIJCOSX def2/J DEFGRID3
* xyz 0 1
H -0.1238 5.3226 0.1714
C 1.2485 3.1948 -0.8117
H -0.5357 -2.9811 0.5595
H -1.5878 0.1664 2.2189
N -0.6971 -0.3828 0.5557
H -5.4097 0.1371 0.4923
H 1.2870 -3.4258 1.7189
N 1.1900 -3.3136 -0.3632
C 1.9505 -0.8375 1.7530
C -4.8246 0.2584 -0.2908
N 0.7276 -0.4630 -1.3449
C 2.4531 -1.7169 0.8511
C 1.7894 -3.4644 -1.6369
H 1.1480 -1.1961 2.8487
O 1.8348 4.0452 -1.3988
H -3.3852 1.3102 0.7354
C 0.6219 0.8368 -0.9569
H -3.6749 -0.9826 1.6038
H 2.8782 0.7512 -2.1987
H -5.0335 -1.8738 -0.9685
N 1.2819 1.8223 -1.2821
H 1.1536 -3.5517 -2.4166
C 3.5467 -1.1649 0.2026
H 3.5461 2.1112 1.3911
H -2.8717 0.6042 -0.7920
C -1.6038 -0.7679 1.3592
C -3.3577 0.4828 0.1150
H -1.1811 -1.6137 2.1242
C 3.3080 0.8884 1.2208
C -5.1571 -0.8297 -1.2354
H -0.5787 4.6458 1.7410
H 1.8629 1.1602 2.7926
H 2.7545 -3.9343 0.7392
C -0.1269 -1.2568 -0.2075
C 1.9733 -2.9885 0.7522
H -3.0902 -1.6284 0.2759
C 3.9144 -0.0195 0.2757
N 0.3780 3.0541 0.1106
H 4.8175 0.3965 -0.1693
H 1.2307 5.0123 1.1977
C -0.1526 0.9263 0.1977
H -0.8350 -2.9023 -1.2722
C -0.4613 2.4345 0.8558
H -4.4409 -0.7527 -2.0643
C 2.3821 0.6729 2.0790
C 2.2894 1.4744 -2.4644
C -2.9548 -0.8679 0.8711
H 3.8573 -1.7860 -0.2915
H 1.7905 1.5032 -3.4803
H -5.2281 1.1397 -0.6125
H 2.6025 -3.9219 -1.4709
C 0.2154 4.5740 0.6824
H -6.1969 -0.7163 -1.4550
H 2.0666 -2.2994 -1.8714
H 2.7925 2.5990 -2.5519
C -0.1561 -2.4517 -0.5755
O -1.2275 2.5669 1.6905
*
```

Values from the calculation:
Gap between HOMO and LUMO = 7.87 eV



Version 2
ORCA calculation (ωB97M-V with the def2-TZVPD basis set) on the molecule C21H29N5O2.

Structure (ORCA input):
```
! wB97M-V def2-TZVPD RIJCOSX def2/J DEFGRID3
* xyz 0 1
H -2.5916 2.4758 0.6440
H 6.0704 0.6530 -2.7780
H -2.1017 0.2413 -1.3397
C -2.6187 1.3901 0.4404
O -8.6721 -1.1557 2.8430
N 2.1004 1.8538 -2.6391
N 5.9083 -1.3473 -2.3172
H 8.1948 -3.8175 -4.5691
H 6.9310 -1.2606 -4.1743
H -1.9972 0.5587 3.6304
H 5.6126 0.2915 -1.1122
C -4.5280 -0.4941 2.6437
O 0.6877 0.0408 -2.5951
C 3.9742 0.1719 -2.5155
H 7.8439 -5.0381 -3.3495
C -8.1768 -0.2743 3.5170
C 3.4997 1.5961 -2.2563
C 1.1561 0.9953 -2.0216
H 0.7720 2.3881 -0.4444
C -4.0348 0.7529 3.0225
H 1.7459 1.0017 0.0050
H -6.9212 2.1302 4.1335
C 6.5930 -1.8763 -3.3561
C 0.8623 1.3069 -0.5701
N 5.5837 -2.2688 -1.4056
C 5.4438 0.0133 -2.1536
N -2.0577 0.6551 1.5698
H -6.2599 -1.7617 2.5013
H -3.6576 1.1100 0.2690
H 2.0239 1.6568 -3.6348
H 6.6944 -4.7356 -4.6457
H -4.5489 2.6673 3.8321
H -8.4547 0.9897 5.1405
H -1.5307 1.8994 -1.3778
N -8.8977 0.4104 4.4526
C -5.8659 -0.8020 2.8075
C 6.7340 -3.2228 -3.1133
C -1.6888 1.0386 -0.7255
H -0.2387 -0.4860 -0.2241
C -6.7389 0.1253 3.3695
C -4.9133 1.6832 3.5608
H -3.8498 -1.2137 2.2025
H 5.9677 -4.3159 -1.3119
H 3.8234 -0.0869 -3.5677
H 3.6155 1.8363 -1.1959
H -9.8457 0.1134 4.6056
C -6.2540 1.3729 3.7400
C -2.5707 1.0756 2.8549
H -2.4188 2.1590 3.0126
H 4.1178 2.3128 -2.8006
H -0.0845 0.1287 2.0811
H 3.3887 -0.5387 -1.9285
C -0.3702 0.5823 -0.0550
C 7.4003 -4.2559 -3.9654
C 6.0820 -3.4035 -1.8764
H -0.3171 1.8530 1.7072
C -0.6220 0.8241 1.4335
*
```

Values from the calculation:
Gap between HOMO and LUMO = 9.55 eV
SMILES string = Cc1cnn(CCCNC(=O)C[C@@H]2CCN(Cc3ccc(C(N)=O)cc3)C2)c1



Stability comparison, relative energies in hartree: version 1 0.8121; version 2 0.0000